[1]
The following is a DFT calculation (ωB97M-V with the def2-TZVPD basis set) of a 19-piece molecular cluster, C27H15Br2Cl73N5 overall in a non-equilibrium geometry.

## Properties
Total charge = +1
F_max = 1.07 eV/A
E_HOMO = -12.0129 eV
Lowest unoccupied orbital energy = -3.4 eV
Gap between HOMO and LUMO = 8.59 eV

Each line ends with the Löwdin charge.
Geometry (Å):
C -0.328 1.599 5.744  -0.0929
C 0.137 0.821 4.541  -0.7359
Br 0.606 -0.951 4.881  0.8098
C 0.197 1.318 3.301  -0.7212
Br 0.734 0.310 1.803  0.8028
N -0.235 2.670 3.052  -0.0053
C -1.678 2.868 2.812  -0.0883
C -2.238 2.160 1.595  -0.2238
N -3.491 2.128 1.505  0.1336
C 0.614 3.662 3.063  -0.2957
N 1.957 3.511 3.241  0.0765
C 2.451 4.036 4.521  -0.6611
Cl 4.195 4.283 4.409  0.6776
C 1.685 5.342 4.802  -0.1509
C 1.099 5.918 3.517  -0.1414
N 0.125 4.967 2.915  -0.1099
N -0.058 5.180 1.493  0.1152
H -0.921 2.467 5.457  0.0750
H 0.527 1.896 6.356  0.0868
H -0.952 0.949 6.358  0.0844
H -1.912 3.927 2.751  0.1249
H -2.190 2.461 3.688  0.1324
H -1.571 1.721 0.852  0.0796
H -3.788 1.654 0.653  0.0524
H 2.328 2.599 2.984  0.0545
H 2.240 3.323 5.321  0.1039
H 2.341 6.095 5.232  0.1171
H 0.861 5.133 5.492  0.1266
H 0.548 6.829 3.758  0.1353
H 1.877 6.157 2.784  0.0701
H -0.126 6.178 1.340  0.0861
H 0.748 4.823 0.984  0.0477
C 4.135 2.034 0.184  -1.9886
Cl 5.398 3.191 -0.161  0.5248
Cl 4.364 1.345 1.801  0.5070
Cl 2.563 2.874 0.141  0.5087
Cl 4.141 0.744 -1.008  0.5320
C -1.672 -4.484 5.650  -2.0379
Cl -2.372 -6.090 5.537  0.5361
Cl -1.687 -3.933 7.324  0.5416
Cl -0.006 -4.527 5.054  0.5002
Cl -2.600 -3.351 4.646  0.4740
C 3.668 -0.529 -5.060  -2.0447
Cl 4.996 0.608 -5.336  0.5069
Cl 3.864 -1.265 -3.460  0.4958
Cl 2.132 0.340 -5.116  0.5305
Cl 3.692 -1.780 -6.292  0.5351
C -5.189 1.347 -3.383  -2.0411
Cl -5.753 1.526 -5.041  0.5265
Cl -6.459 0.630 -2.390  0.5317
Cl -3.765 0.288 -3.363  0.4850
Cl -4.742 2.927 -2.735  0.4945
C -2.802 6.559 -4.234  -2.0491
Cl -2.530 5.237 -3.088  0.4753
Cl -1.290 6.933 -5.065  0.5307
Cl -4.018 6.063 -5.410  0.5391
Cl -3.362 7.989 -3.363  0.4935
C -4.070 -0.753 -8.598  -2.0425
Cl -4.927 0.678 -9.191  0.5215
Cl -3.943 -0.663 -6.840  0.4933
Cl -4.969 -2.197 -9.058  0.4939
Cl -2.456 -0.807 -9.309  0.5362
C -2.513 -9.911 7.248  -2.0378
Cl -2.602 -10.412 5.557  0.5228
Cl -3.992 -9.030 7.671  0.5046
Cl -2.336 -11.330 8.277  0.5267
Cl -1.122 -8.847 7.464  0.4877
C 7.314 2.061 5.815  -2.0505
Cl 6.211 1.921 7.192  0.5192
Cl 7.556 3.770 5.430  0.5142
Cl 8.857 1.318 6.215  0.5560
Cl 6.603 1.239 4.422  0.4588
C 4.962 -2.461 3.322  -2.0472
Cl 5.386 -4.064 3.910  0.5558
Cl 6.307 -1.792 2.393  0.5205
Cl 3.533 -2.568 2.281  0.5050
Cl 4.610 -1.401 4.697  0.4839
C -3.476 -2.876 -0.024  -2.0434
Cl -3.232 -3.116 1.712  0.4829
Cl -5.189 -2.626 -0.357  0.5348
Cl -2.570 -1.460 -0.580  0.4817
Cl -2.899 -4.305 -0.884  0.5443
C -7.742 -3.100 -12.076  -2.0517
Cl -8.331 -2.887 -13.727  0.5321
Cl -9.000 -3.851 -11.091  0.5275
Cl -6.313 -4.140 -12.090  0.4952
Cl -7.322 -1.528 -11.392  0.4997
C 1.490 -9.956 4.341  -2.0555
Cl 0.650 -8.422 4.067  0.4907
Cl 1.633 -10.237 6.077  0.5109
Cl 0.576 -11.269 3.599  0.5257
Cl 3.100 -9.881 3.619  0.5269
C 5.181 -0.847 -10.471  -2.0604
Cl 5.140 -0.011 -8.915  0.4861
Cl 4.668 0.255 -11.749  0.5302
Cl 6.822 -1.408 -10.795  0.5310
Cl 4.085 -2.234 -10.412  0.5167
C 9.073 1.758 -1.951  -2.0552
Cl 9.626 0.196 -1.345  0.5326
Cl 10.254 2.410 -3.083  0.5440
Cl 7.518 1.550 -2.770  0.4876
Cl 8.875 2.875 -0.592  0.5031
C 3.782 7.039 -0.384  -2.0379
Cl 4.966 8.309 -0.648  0.5661
Cl 4.078 6.271 1.189  0.5063
Cl 2.151 7.733 -0.386  0.5238
Cl 3.901 5.828 -1.661  0.5212
C -3.654 12.357 -2.937  -2.0574
Cl -3.913 10.844 -2.054  0.4803
Cl -2.415 13.306 -2.113  0.5262
Cl -3.122 11.985 -4.578  0.5275
Cl -5.161 13.268 -2.991  0.5375
C -5.565 -12.452 10.883  -2.0596
Cl -6.903 -12.290 12.023  0.5291
Cl -5.043 -10.855 10.342  0.4839
Cl -4.212 -13.271 11.672  0.5214
Cl -6.090 -13.398 9.487  0.5245
C -4.263 -7.198 -10.192  -2.0583
Cl -3.720 -8.179 -8.828  0.5266
Cl -5.884 -7.701 -10.674  0.5232
Cl -4.293 -5.495 -9.718  0.4743
Cl -3.152 -7.405 -11.549  0.5280

[2]
The following is a DFT calculation (ωB97M-V with the def2-TZVPD basis set) of C27H16Cl2MoN6OS5 as an isolated structure.

## Properties
Total charge = -2
F_max = 0.53 eV/A
E_HOMO (spin up / spin down) = -0.9287 / -0.9280 eV
Lowest unoccupied orbital energy (spin up / spin down) = 4.3 / 4.3 eV
Gap between HOMO and LUMO (spin up / spin down) = 5.21 / 5.21 eV
ΔE to the lowest compared entry with this formula, charge and spin = 0.2762 eV

Each line ends with the Löwdin charge.
Geometry (Å):
Mo -0.351 -0.258 -0.026  1.2636
C -0.321 3.518 2.627  -0.1010
C -0.100 3.080 3.923  -0.0893
C 0.281 1.772 4.110  -0.0329
C 0.420 0.911 3.015  -0.3549
N 0.135 1.319 1.761  0.0364
C -0.204 2.606 1.598  -0.1742
N 0.969 -0.317 3.326  0.1495
C 1.356 -1.170 2.444  -0.3245
N 1.120 -1.234 1.098  -0.0561
C 1.904 -2.266 0.557  -0.3473
N 1.949 -2.686 -0.640  0.1403
C 1.065 -2.059 -1.628  -0.8495
C 1.462 -2.558 -2.985  -0.1174
C 2.070 -1.753 -3.863  -0.1428
C 2.276 -0.353 -3.577  -0.1315
C 1.702 0.148 -2.453  -0.1807
N 1.051 -0.606 -1.536  -0.1689
C 2.651 -2.909 1.659  -0.0960
C 3.541 -3.966 1.674  -0.0213
C 4.045 -4.370 2.905  -0.1037
C 3.663 -3.726 4.084  -0.1058
C 2.772 -2.660 4.057  -0.0235
C 2.274 -2.270 2.827  -0.0968
H -0.661 4.518 2.398  0.0983
H -0.229 3.746 4.768  0.0970
H 0.504 1.364 5.086  0.0988
H -0.447 2.911 0.596  0.0681
H 1.276 -3.605 -3.191  0.0839
H 2.390 -2.154 -4.820  0.0818
H 2.786 0.299 -4.270  0.0670
H 1.716 1.212 -2.244  0.0869
H 3.821 -4.455 0.750  0.1074
H 4.742 -5.198 2.955  0.0877
H 4.070 -4.066 5.029  0.0870
H 2.467 -2.142 4.956  0.1062
Cl 0.653 4.152 -2.332  0.6535
C -0.787 3.196 -2.533  -0.5848
C -1.777 3.624 -3.426  -0.1421
C -2.928 2.907 -3.589  -0.6087
Cl -4.131 3.477 -4.726  0.6201
C -3.161 1.713 -2.866  -0.1864
C -4.304 0.895 -2.944  -0.0309
C -4.365 -0.234 -2.175  -0.0430
C -3.303 -0.568 -1.324  -0.2252
N -2.223 0.182 -1.219  -0.0469
C -2.152 1.306 -1.974  -0.1664
C -0.951 2.045 -1.777  -0.4050
O -0.117 1.594 -0.905  -0.2921
H -1.621 4.535 -3.987  0.0956
H -5.117 1.171 -3.602  0.0845
H -5.233 -0.879 -2.204  0.1017
H -3.329 -1.461 -0.716  0.0450
S -3.495 3.179 0.664  -0.2117
S -3.461 1.997 2.327  -0.2538
S -3.746 0.028 1.820  -0.1111
S -1.954 -1.030 1.596  0.0241
S -0.659 -2.452 -1.077  0.5416

[3]
The following is a DFT calculation (ωB97M-V with the def2-TZVPD basis set) of C27H18F15N8O4SSbZr as an isolated structure in a non-equilibrium geometry.

## Properties
Total charge = +1
F_max = 1.79 eV/A
Multiplicity = 2
E_HOMO (spin up / spin down) = -12.0949 / -12.0949 eV
Lowest unoccupied orbital energy (spin up / spin down) = -3.4 / -5.4 eV
Gap between HOMO and LUMO (spin up / spin down) = 8.68 / 6.70 eV
ΔE to the lowest compared entry with this formula, charge and spin = 0.7491 eV

Each line ends with the Löwdin spin population.
Geometry (Å):
Zr 0.448 1.393 -1.136  0.0000
N 1.420 2.117 3.177  0.0000
C 0.081 2.109 3.495  0.0000
C -0.561 1.707 2.367  0.0000
N 0.355 1.463 1.375  0.0000
C 1.534 1.728 1.893  0.0000
C 2.729 1.634 1.074  0.0000
N 2.609 1.396 -0.214  0.0000
C 3.878 1.386 -0.744  0.0000
C 4.770 1.621 0.252  0.0000
N 4.023 1.770 1.405  0.0000
H 2.159 2.419 3.788  0.0000
H -0.281 2.389 4.469  0.0000
H -1.614 1.573 2.209  0.0000
H 4.050 1.212 -1.792  0.0000
H 5.844 1.688 0.251  0.0000
H 4.400 1.965 2.317  0.0000
F 2.916 4.561 0.195  0.0000
C 1.738 5.211 0.156  0.0000
F 1.971 6.498 -0.049  0.0000
F 1.195 5.072 1.370  0.0000
C 0.825 4.547 -0.930  0.0000
O 0.569 3.290 -0.471  0.0000
C -0.484 5.371 -1.084  0.0000
F -0.221 6.581 -1.579  0.0000
F -1.082 5.510 0.102  0.0000
F -1.354 4.768 -1.896  0.0000
C 1.616 4.509 -2.305  0.0000
F 0.847 4.766 -3.351  0.0000
F 2.644 5.352 -2.337  0.0000
F 2.116 3.263 -2.452  0.0000
F 1.503 0.532 -2.456  0.0000
Sb -1.824 1.434 -3.805  0.0000
F -1.243 0.388 -1.692  0.0000
F -2.076 2.391 -0.295  0.0000
F -0.809 -0.044 -4.270  0.0000
F -1.162 2.349 -5.286  0.0000
F -0.354 2.395 -2.813  0.0000
C -3.481 2.387 -0.113  0.0000
C -3.922 0.968 0.035  0.0000
C -3.958 0.365 1.289  0.0000
C -4.165 -0.999 1.411  0.0000
C -4.343 -1.767 0.265  0.0000
C -4.394 -1.163 -0.988  0.0000
C -4.191 0.201 -1.092  0.0000
C -4.402 -3.209 0.362  0.0001
N -4.359 -4.356 0.425  0.0001
H -3.678 2.993 0.769  0.0000
H -3.900 2.865 -0.995  0.0000
H -3.823 0.965 2.181  0.0000
H -4.178 -1.471 2.385  0.0000
H -4.569 -1.765 -1.870  0.0000
H -4.225 0.670 -2.067  0.0000
O 3.071 -9.139 0.250  0.0701
S 3.340 -7.865 0.836  0.0895
O 4.201 -6.948 0.161  0.0505
O 3.221 -7.734 2.290  0.3040
C 1.491 -6.953 0.765  0.2851
N 0.486 -7.752 0.866  0.0816
C -0.696 -7.141 0.724  0.0169
C -0.778 -5.772 0.518  0.0020
C 0.406 -5.055 0.461  0.0172
N 1.585 -5.679 0.596  0.0784
C 0.468 -3.584 0.244  0.0011
C 1.612 -3.006 -0.285  0.0002
C 1.636 -1.640 -0.484  0.0001
N 0.612 -0.838 -0.163  -0.0003
C -0.485 -1.404 0.354  0.0001
C -0.598 -2.758 0.574  0.0003
H -1.580 -7.763 0.783  0.0003
H -1.742 -5.295 0.419  0.0025
H 2.468 -3.617 -0.539  0.0003
H 2.498 -1.164 -0.926  0.0000
H -1.299 -0.737 0.613  0.0000
H -1.504 -3.156 1.010  0.0000